(1)
The following is a DFT calculation (ωB97M-V/def2-TZVPD) of 8 unconnected molecules or ions with the total composition C49H41F4N8O14.

```
116
Properties=species:S:1:pos:R:3
F -5.5162 2.5770 -5.4753
C -4.3448 1.8039 -5.6804
F -4.5495 0.4877 -5.1187
C -3.0432 2.3903 -4.9476
F -2.5112 3.5548 -5.5854
F -2.0205 1.3782 -5.1067
C -3.2546 2.5545 -3.3759
C -4.4727 3.2209 -2.6859
C -4.5679 3.2696 -1.1392
N -3.5302 2.7034 -0.2950
C -2.3598 2.1038 -0.8825
C -2.1381 1.9891 -2.4282
H -4.1545 1.6976 -6.7983
H -5.3219 3.6712 -3.2988
H -5.4928 3.7716 -0.6947
H -3.6732 2.7459 0.7459
H -1.5517 1.6921 -0.1818
H -1.1880 1.4777 -2.7908
C -0.4119 1.5838 6.1258
C -1.0614 0.4915 5.5562
C -1.7700 0.6441 4.3706
C -1.8182 1.8981 3.7595
C -1.1761 2.9979 4.3291
C -0.4723 2.8353 5.5165
N -2.5406 2.0570 2.5009
O -3.1080 1.0759 2.0389
O -2.5376 3.1710 1.9672
H 0.1454 1.4591 7.0492
H -1.0117 -0.4786 6.0360
H -2.2714 -0.2149 3.9372
H -1.2129 3.9768 3.8631
H 0.0334 3.6826 5.9671
C 3.5506 -1.1023 1.5139
C 4.1682 -2.0647 2.3079
C 3.5763 -2.4672 3.5006
C 2.3618 -1.9017 3.8865
C 1.7425 -0.9324 3.0994
C 2.3429 -0.5338 1.9099
N 1.7226 -2.3408 5.1289
O 2.3024 -3.1777 5.8026
O 0.6396 -1.8462 5.4202
H 4.0127 -0.7943 0.5805
H 5.1113 -2.5044 1.9955
H 4.0675 -3.2179 4.1102
H 0.7998 -0.4840 3.3950
H 1.8677 0.2180 1.2880
C 10.5399 -0.3918 2.9599
C 10.7855 -1.0316 1.7484
C 9.8931 -1.9855 1.2711
C 8.7534 -2.2882 2.0146
C 8.5057 -1.6565 3.2322
C 9.4053 -0.7058 3.7029
N 7.7983 -3.2735 1.5037
O 8.0568 -3.8210 0.4424
O 6.7909 -3.4908 2.1675
H 11.2361 0.3564 3.3267
H 11.6723 -0.7840 1.1743
H 10.0968 -2.4761 0.3256
H 7.6239 -1.8897 3.8192
H 9.2207 -0.2060 4.6480
C -4.6594 -3.4793 -3.3335
C -4.7466 -4.1443 -2.1138
C -4.0390 -3.6750 -1.0123
C -3.2490 -2.5338 -1.1429
C -3.1518 -1.8678 -2.3638
C -3.8608 -2.3461 -3.4604
N -2.5223 -2.0219 0.0209
O -2.6164 -2.6415 1.0686
O -1.8632 -0.9975 -0.1196
H -5.2177 -3.8456 -4.1897
H -5.3694 -5.0278 -2.0213
H -4.1156 -4.2023 -0.0677
H -2.5357 -0.9823 -2.4753
H -3.7944 -1.8337 -4.4143
C -6.4593 1.5355 2.4164
C -5.8401 0.5732 3.2085
C -6.4298 0.1686 4.4018
C -7.6437 0.7327 4.7899
C -8.2647 1.7022 4.0050
C -7.6665 2.1027 2.8146
N -8.2811 0.2915 6.0335
O -7.6977 -0.5468 6.7053
O -9.3606 0.7840 6.3252
H -5.9985 1.8447 1.4821
H -4.8998 0.1360 2.8941
H -5.9374 -0.5822 5.0101
H -9.2070 2.1493 4.3026
H -8.1433 2.8547 2.1944
C -9.7125 4.7355 -8.8324
C -8.6744 3.9438 -8.3495
C -8.1929 4.1374 -7.0592
C -8.7627 5.1258 -6.2581
C -9.7973 5.9268 -6.7386
C -10.2703 5.7276 -8.0312
N -8.2769 5.3174 -4.8901
O -7.3528 4.6086 -4.5052
O -8.8215 6.1698 -4.2067
H -10.0896 4.5776 -9.8383
H -8.2425 3.1728 -8.9791
H -7.3840 3.5140 -6.6952
H -10.2428 6.7011 -6.1235
H -11.0772 6.3435 -8.4140
C 12.9735 -5.5791 -2.5070
C 14.1070 -4.8278 -2.8039
C 14.7920 -4.1689 -1.7882
C 14.3346 -4.2735 -0.4757
C 13.1961 -5.0181 -0.1732
C 12.5157 -5.6712 -1.1956
N 15.0668 -3.6022 0.6011
O 16.0501 -2.9423 0.2960
O 14.6550 -3.7428 1.7441
H 12.4445 -6.0966 -3.3017
H 14.4584 -4.7583 -3.8281
H 15.6738 -3.5868 -2.0329
H 12.8303 -5.1010 0.8445
H 11.6299 -6.2559 -0.9703
```

The value obtained for the HOMO energy is -11.14 eV. The total charge is +1.



(2)
The following is a DFT calculation (ωB97M-V/def2-TZVPD) of 6 unconnected molecules or ions with the total composition C49H41FINO27.

```
120
Properties=species:S:1:pos:R:3
C -5.2852 -3.6381 1.7284
C -3.8294 -4.3255 1.6373
O -2.8885 -3.2587 1.4728
C -3.8915 -5.3032 0.4236
O -2.8004 -6.2367 0.3475
C -1.6053 -5.6242 0.0188
C -0.4717 -6.0165 0.6809
I -0.6607 -7.5732 2.1730
C 0.9015 -5.3210 0.3661
O 1.9278 -5.9495 0.3182
C 0.7884 -3.7813 0.0816
C 1.7776 -2.7881 0.5080
C 3.0327 -3.2360 1.3094
C 4.3835 -3.0502 0.4784
C 4.3606 -3.8000 -0.9168
C 4.7359 -2.8503 -2.1191
O 3.6182 -2.6910 -3.0377
C 1.5094 -1.3545 0.1779
C 2.4304 -0.1569 0.5880
C 3.3591 0.2280 -0.6306
F 3.1164 -0.3390 1.8045
C 0.2890 -0.9814 -0.5571
C -0.7141 -1.9712 -0.9865
O -1.8771 -1.5424 -1.6496
N -1.6937 -1.4718 -3.0272
O -2.3333 -0.5543 -3.4053
C -0.4347 -3.3625 -0.6508
C -1.4812 -4.4664 -1.0424
O -2.0933 -4.4332 -2.0781
H -5.8371 -3.9232 2.6625
H -5.1549 -2.5163 1.7262
H -5.8681 -3.8692 0.7905
H -3.6979 -4.8444 2.6332
H -2.8796 -2.7359 2.3011
H -4.8247 -5.9221 0.5584
H -4.0568 -4.7069 -0.5177
H 3.1541 -2.6495 2.2667
H 3.0013 -4.3134 1.6347
H 4.5290 -1.9353 0.3880
H 5.2380 -3.4084 1.1238
H 5.1611 -4.5973 -0.8841
H 3.3952 -4.3519 -1.0678
H 4.9402 -1.8327 -1.6940
H 5.6741 -3.1840 -2.6482
H 3.6605 -1.7476 -3.2782
H 1.7390 0.7223 0.7445
H 3.3181 1.3543 -0.7217
H 4.4175 -0.1174 -0.5410
H 2.9246 -0.1520 -1.6002
H 0.0562 0.0823 -0.8280
C -0.8485 4.0103 -1.1412
C -1.6294 4.9794 -0.6558
C -3.0627 4.7307 -0.3144
O -3.7325 5.6375 0.1432
C -3.6016 3.3922 -0.5529
C -2.8215 2.4233 -1.0415
C -1.3799 2.6675 -1.3577
O -0.6956 1.7522 -1.7858
O -3.2997 1.1829 -1.2688
O -1.1556 6.2240 -0.4516
H 0.1908 4.1799 -1.3898
H -4.6441 3.2284 -0.3183
H -2.5470 0.6646 -1.6185
H -1.9076 6.7367 -0.0962
C -6.4151 2.4821 -5.3230
C -7.1966 1.7800 -6.1486
C -7.2965 0.2921 -6.0531
O -8.0359 -0.3055 -6.8140
C -6.4893 -0.3867 -5.0419
C -5.7030 0.3134 -4.2158
C -5.6246 1.8063 -4.2945
O -4.9126 2.4117 -3.5150
O -4.9514 -0.2972 -3.2809
O -7.9315 2.3804 -7.1045
H -6.3365 3.5591 -5.3813
H -6.5575 -1.4648 -4.9952
H -4.4766 0.4199 -2.8117
H -8.4055 1.6585 -7.5606
C 4.3131 7.6445 -3.2462
C 3.5316 8.6147 -2.7602
C 2.0975 8.3650 -2.4191
O 1.4261 9.2705 -1.9614
C 1.5595 7.0264 -2.6590
C 2.3394 6.0590 -3.1479
C 3.7791 6.3001 -3.4631
O 4.4580 5.3841 -3.8900
O 1.8579 4.8200 -3.3782
O 3.9999 9.8602 -2.5545
H 5.3522 7.8117 -3.4947
H 0.5163 6.8606 -2.4255
H 2.6112 4.3061 -3.7280
H 3.2448 10.3679 -2.2000
C 6.0930 1.3677 2.0019
C 6.4715 2.6478 1.9484
C 7.7959 3.0931 2.4784
O 8.1089 4.2662 2.3926
C 8.6649 2.0868 3.0880
C 8.2845 0.8066 3.1444
C 6.9716 0.3574 2.5896
O 6.6721 -0.8213 2.6449
O 9.0666 -0.1369 3.7028
O 5.6774 3.5966 1.4134
H 5.1382 1.0326 1.6202
H 9.6130 2.4241 3.4836
H 8.5689 -0.9729 3.6168
H 6.1781 4.4313 1.4938
C -2.5610 -3.6147 7.7620
C -3.6827 -2.9302 8.0075
C -4.4928 -2.3371 6.9008
O -5.5171 -1.7377 7.1653
C -4.0076 -2.5029 5.5294
C -2.8852 -3.1839 5.2863
C -2.0901 -3.8000 6.3902
O -1.0835 -4.4273 6.1197
O -2.4162 -3.3484 4.0296
O -4.1347 -2.7445 9.2621
H -1.9670 -4.0506 8.5535
H -4.5934 -2.0540 4.7382
H -1.5968 -3.8757 4.1220
H -4.9559 -2.2241 9.1699
```

As for the SMILES: C[C@H](O)COC1=C(I)C(=O)c2c(CCCCO)c([C@H](C)F)cc(ON=O)c2C1=O.O=C1C=C(O)C(=O)C=C1O.O=C1C=C(O)C(=O)C=C1O.O=C1C=C(O)C(=O)C=C1O.O=C1C=C(O)C(=O)C=C1O.O=C1C=C(O)C(=O)C=C1O. The value obtained for the HOMO energy is -8.99 eV.



Listing E_LUMO for the structures above in their given order: -4.57, -1.88 eV.
Listing gap between HOMO and LUMO for the structures above in their given order: 6.57, 7.11 eV.